The following is a quantum chemistry calculation of C11H17N5O4 as an isolated structure in a non-equilibrium geometry, from OMol25.

```
37
Properties=species:S:1:pos:R:3:forces:R:3:mulliken_charge:R:1
C 0.8695 -2.4989 -0.3802 2.3316 -1.2601 0.6244 0.77
C 0.1112 -1.6081 0.5234 -2.8825 0.8533 4.0028 -0.10
C 2.2814 -1.9303 -0.4175 4.0355 -1.0794 -0.4206 -1.22
C 2.3819 -0.4106 -0.8358 -2.0156 -4.2273 0.9940 -0.36
C 2.9799 0.4264 0.2016 0.4228 3.4024 -0.9020 0.52
C -2.1424 -0.5357 0.7928 -0.0443 -1.1526 2.2403 -0.22
C -3.3413 -0.0120 -0.0119 1.1691 -2.9778 0.1874 0.32
C -1.4956 0.6938 1.4392 2.2617 -1.2829 -2.3067 -1.25
C -0.4724 1.2441 0.4748 -2.1606 2.4251 -1.1253 1.06
C 0.5542 2.1295 0.7078 0.5381 -0.5749 -0.7407 -0.93
C -0.2191 2.2895 -1.4381 -0.2748 2.6400 0.2174 -0.39
H -0.6391 -1.1732 -1.5655 2.9227 -3.1976 -1.2934 0.41
H 1.2603 -2.7562 -2.4988 -4.3926 0.7813 2.8723 0.35
H 1.0332 -3.6201 -0.2046 -0.6296 1.3680 1.2480 0.23
H 2.8491 -2.5718 -1.1761 -1.0158 0.8451 0.2213 0.58
H 3.1153 -2.1610 0.4229 -2.8583 0.5352 -0.9716 0.26
H 1.3590 -0.2156 -1.1775 0.0743 1.0391 0.4034 -0.06
H 2.9077 -0.5017 -1.7156 1.6477 0.9269 -1.7987 0.52
H 3.1269 0.6772 2.2237 -0.3141 -0.9968 -1.1556 0.36
H 1.8701 -0.4184 1.5383 1.2589 -0.2167 0.8306 0.29
H -1.5040 -1.9262 -0.6722 -0.9258 -1.5780 -1.3382 0.33
H -2.7293 -1.1135 1.5664 1.0461 0.6489 -0.5722 0.25
H -0.8378 0.5036 2.2268 -0.3174 -0.4102 2.2008 0.56
H -2.2561 1.4152 1.5305 -0.7874 0.9783 0.7704 0.49
H 1.2706 2.0573 1.6477 -1.6304 0.9600 -2.5528 0.25
H -0.2920 2.9694 -2.3796 -0.3899 -2.2879 1.2238 0.34
H 1.6011 3.2649 -0.9016 -2.0677 -0.7817 0.9062 0.38
H -2.1828 0.8379 -1.2823 -0.6170 -0.2093 0.4613 0.50
N 0.1521 -2.6269 -1.6050 1.8691 2.9897 -4.4512 -0.81
N 2.8738 -0.0388 1.4966 0.2795 2.0861 -0.3480 -0.49
N -1.2218 -1.5339 0.1676 1.2548 3.1122 2.7068 -0.18
N -1.0299 1.4147 -0.8364 4.0068 1.7154 -0.4106 -0.04
N 0.6610 2.8686 -0.5562 2.3721 -1.7626 1.2625 -0.07
O 0.4856 -0.9588 1.5838 -0.7633 -3.1627 -3.4624 -0.73
O 3.4085 1.5255 -0.2521 -0.0492 -1.7433 2.0767 -0.72
O -4.3514 -0.3324 0.5385 -2.5339 0.9180 -0.0950 -0.60
O -3.1731 0.4433 -1.1933 -0.8208 0.6769 -1.5054 -0.61
```
Forces are in eV/Å.

Calculated values
Multiplicity: 1
F_max, eV/Å: 5.678
Kohn-Sham gap, eV: 9.300
HOMO level, eV: -9.49
Energy relative to the best compared isomer or geometry (same formula, charge and spin), kcal/mol: 231.4